The following is a DFT calculation (ωB97M-V/def2-TZVPD) of a 6-piece molecular cluster, C18H32O18S2 overall.

The geometry in XYZ format:
```
70
Properties=species:S:1:pos:R:3:forces:R:3
O -0.073 2.358 -3.071 0.02 -1.25 -0.45
S -1.063 3.175 -2.462 1.70 3.18 -0.76
O -1.391 2.976 -1.095 -0.62 -0.39 0.86
O -0.355 4.737 -2.587 -3.20 -2.04 -1.26
C 0.692 4.939 -1.666 0.75 0.21 -1.52
C 0.942 6.439 -1.618 4.91 -1.08 -1.68
C -2.504 3.366 -3.481 -2.80 0.24 0.71
H 1.491 4.213 -1.994 -0.04 1.37 0.61
H 0.306 4.659 -0.767 -0.57 -1.03 2.91
H 0.198 7.058 -1.185 -1.04 0.37 -0.28
H 1.421 6.665 -2.669 -1.60 0.43 1.85
H 1.857 6.589 -0.954 -1.07 -0.24 -0.55
H -3.300 4.187 -2.901 2.67 -2.26 -2.20
H -3.093 2.380 -3.626 1.12 1.22 1.17
H -2.158 3.482 -4.527 -0.18 1.08 0.72
O 4.973 -0.223 -1.111 -2.04 -1.05 -0.32
S 3.824 -1.038 -1.516 3.79 -1.83 -0.53
O 3.909 -1.729 -2.783 -0.39 0.88 0.35
O 3.637 -2.302 -0.432 -1.16 2.12 -0.73
C 4.636 -3.316 -0.512 1.65 0.07 0.58
C 4.105 -4.580 0.152 -2.20 -2.54 -1.77
C 2.369 -0.141 -1.374 -0.77 3.71 1.39
H 5.564 -2.842 -0.108 -0.57 -0.79 0.30
H 4.934 -3.572 -1.523 -0.59 0.22 -0.43
H 2.931 -4.561 0.194 2.17 0.03 -0.75
H 4.292 -4.874 1.155 1.00 0.63 1.14
H 4.424 -5.582 -0.441 -0.82 2.48 1.02
H 1.555 -0.796 -1.251 -1.04 -0.94 -0.31
H 2.136 0.719 -2.165 1.01 -2.29 1.36
H 2.457 0.393 -0.361 -0.03 -0.64 -1.37
C -0.111 4.088 2.043 -5.35 4.07 0.20
C -1.661 4.063 1.952 0.19 -2.72 2.98
O -2.018 5.359 1.908 -2.88 2.91 0.20
C -1.057 6.142 1.526 2.21 -0.04 0.69
O -1.091 7.298 1.256 -0.17 -0.15 -0.28
O 0.103 5.407 1.630 1.61 1.08 -1.33
H 0.212 3.319 1.570 2.65 -4.21 -4.90
H 0.327 3.895 2.916 1.11 0.08 4.42
H -2.135 3.635 2.884 0.48 0.10 -1.07
H -2.096 3.644 1.083 0.16 -1.22 -0.86
C -0.499 -1.582 0.889 -0.54 4.91 1.07
C -1.303 -0.252 0.974 0.81 -2.03 4.82
O -0.594 0.511 1.995 -1.53 0.69 0.18
C 0.564 0.012 2.228 5.23 0.24 0.69
O 1.529 0.553 2.822 -3.80 -2.12 -1.82
O 0.706 -1.221 1.572 0.40 0.43 -0.27
H -0.580 -1.842 -0.108 1.47 -0.86 -2.15
H -0.982 -2.241 1.444 -1.94 -3.47 2.45
H -2.324 -0.112 1.209 -1.29 -1.18 0.73
H -1.236 0.302 0.197 1.06 3.47 -5.80
C -4.296 -2.587 -0.373 0.93 -0.03 4.45
C -3.637 -2.999 -1.667 -7.14 1.66 -0.77
O -3.791 -1.819 -2.450 2.16 -1.97 0.09
C -4.111 -0.846 -1.668 -2.27 3.86 -1.06
O -4.333 0.203 -2.211 0.33 1.04 1.26
O -4.397 -1.145 -0.375 1.23 -0.57 -1.88
H -3.799 -2.800 0.652 -0.01 -0.16 -1.99
H -5.289 -2.907 -0.148 -0.81 -0.72 -0.74
H -4.297 -3.627 -2.241 -0.46 -1.03 0.36
H -2.801 -3.467 -1.707 6.20 -2.08 0.28
C 0.362 -4.974 3.627 0.69 -2.84 -2.82
C 1.598 -5.420 2.807 1.34 0.65 0.90
O 1.095 -5.364 1.440 0.20 -0.44 0.96
C -0.256 -5.081 1.444 1.02 -2.08 -5.88
O -0.885 -5.132 0.361 1.43 0.89 3.88
O -0.665 -4.953 2.634 -2.39 1.24 2.36
H 0.510 -4.083 4.041 0.20 3.96 1.51
H 0.043 -5.656 4.356 -0.25 -1.08 0.97
H 1.981 -6.392 3.274 -0.68 0.70 -1.74
H 2.506 -4.710 2.877 -1.68 -0.86 -0.13
```
Positions in Å, forces in eV/Å.

Calculated values
- ΔE to the lowest compared entry with this formula, charge and spin: 53.03 kJ/mol
- Net charge: 0
- Largest force on an atom: 7.4 eV Å⁻¹
- HOMO: -10.4 eV
- SMILES: CCOS(C)(=O)=O.CCOS(C)(=O)=O.O=C1OCCO1.O=C1OCCO1.O=C1OCCO1.O=C1OCCO1
- HOMO-LUMO gap: 10.46 eV